The following is a DFT calculation (ωB97M-V/def2-TZVPD) of a cluster of 2 separate species, C3H4ClNS in total.

The geometry in XYZ format:
```
10
Properties=species:S:1:pos:R:3:forces:R:3:mulliken_charge:R:1
C -0.10648 0.23248 -0.93923 0.1 -0.4 0.5 -0.101
C -0.86962 -0.27274 0.28183 -1.9 0.7 -3.0 -0.409
C 0.13559 2.03114 0.40142 3.2 -1.5 -0.5 -0.038
N 0.41122 1.38370 -0.89110 -0.4 0.8 1.5 -0.401
S -0.72901 0.92439 1.50170 0.0 2.5 1.0 -0.100
Cl -0.10340 3.68074 0.20083 -0.9 1.1 0.2 -0.088
H -0.03981 -0.33199 -1.87260 0.0 -0.1 0.4 0.378
H -1.91886 -0.43402 -0.08310 0.6 0.1 0.5 0.271
H -0.55140 -1.13479 0.73243 1.0 -2.6 0.4 0.354
H 1.97112 2.29130 1.26055 -1.7 -0.5 -0.9 0.133
```
Forces are in eV/Å.

Results
max |F| = 3.65 eV/A
LUMO (alpha / beta) = -0.452 / -0.307 eV
ΔE to the lowest compared entry with this formula, charge and spin = 89.8 kcal/mol
charge = 0

The following is a DFT calculation (ωB97M-V/def2-TZVPD) of an isolated molecule of C3H4ClNS.

The geometry in XYZ format:
```
10
Properties=species:S:1:pos:R:3:forces:R:3:mulliken_charge:R:1
N 1.47159 0.98640 0.10877 -0.5 0.7 -0.6 -0.297
C 0.88351 -0.16976 -0.11488 -0.7 -0.3 1.2 0.633
S 1.57048 -1.63636 0.00230 0.4 -0.7 -0.3 -0.379
C -0.55852 0.12899 -0.15553 -1.6 -1.3 -0.8 -0.300
C -1.45200 -0.85191 -0.05015 0.8 -1.1 0.9 -0.278
Cl -3.15021 -0.59845 0.04067 0.2 0.0 -0.1 -0.166
H 2.39545 1.16895 0.33516 1.9 -0.1 0.2 0.180
H 0.86127 1.72655 -0.10037 0.0 1.5 0.1 0.166
H -0.93532 1.14470 -0.24123 0.3 0.0 -0.1 0.161
H -1.08625 -1.89910 0.17525 -0.7 1.3 -0.6 0.280
```
Forces are in eV/Å.

Results
max |F| = 2.19 eV/A
SMILES = NC(=S)/C=C/Cl
LUMO = 0.024 eV
ΔE to the lowest compared entry with this formula, charge and spin = 7.3 kcal/mol
charge = 0

The following is a DFT calculation (ωB97M-V/def2-TZVPD) of an isolated molecule of C3H4ClNS.

The geometry in XYZ format:
```
10
Properties=species:S:1:pos:R:3:forces:R:3:mulliken_charge:R:1
Cl -0.77610 -0.22635 -2.10620 -0.2 0.4 -0.6 -0.194
C -0.44903 -0.42579 -0.37925 -0.3 -0.8 0.9 0.125
C 0.96942 -0.81623 -0.17716 3.7 0.8 2.0 -0.199
N 1.71697 -0.13217 0.71451 -1.9 -3.0 -3.4 -0.392
S 0.85450 1.07166 1.41885 0.6 0.7 1.4 -0.003
C -0.61180 0.86686 0.45251 -1.6 -0.1 0.3 -0.581
H -1.07548 -1.31639 -0.12717 0.2 1.0 0.3 0.285
H 1.45114 -1.66762 -0.73677 -0.6 1.0 0.7 0.333
H -1.49041 0.93825 1.15657 0.7 -0.3 -1.1 0.309
H -0.58921 1.70778 -0.21589 -0.6 0.3 -0.4 0.316
```
Forces are in eV/Å.

Results
max |F| = 4.89 eV/A
SMILES = Cl[C@H]1C=NSC1
LUMO = 0.528 eV
ΔE to the lowest compared entry with this formula, charge and spin = 12.7 kcal/mol
charge = 0

The following is a DFT calculation (ωB97M-V/def2-TZVPD) of a cluster of 2 separate species, C3H4ClO2S in total.

The geometry in XYZ format:
```
11
Properties=species:S:1:pos:R:3:forces:R:3:mulliken_charge:R:1
C -0.97491 -2.15631 2.99647 0.0 1.1 0.8 0.678
C 0.63629 0.48183 -0.12635 0.2 -1.1 1.6 -1.038
C -0.56098 -0.48614 0.20240 0.4 0.1 -0.3 -0.154
O -1.07574 -2.81707 2.06725 -0.2 -1.0 -0.6 -0.282
O -0.88141 -1.49718 3.95446 0.1 -0.4 -0.1 -0.427
S -1.64639 -0.59785 -1.28178 1.0 0.9 -0.7 -0.335
Cl -1.62354 0.48593 1.45866 0.1 0.3 0.1 -0.350
H 1.42361 -0.07031 -0.70675 -1.0 0.6 -0.1 0.298
H 1.16879 0.54693 0.90596 -1.0 0.6 -1.7 0.239
H 0.33135 1.47249 -0.56033 0.6 -0.6 0.3 0.309
H -2.65935 -1.34372 -0.88815 -0.2 -0.5 0.6 0.061
```
Forces are in eV/Å.

Results
max |F| = 2.02 eV/A
LUMO = 3.514 eV
ΔE to the lowest compared entry with this formula, charge and spin = 30.1 kcal/mol
charge = -1

The following is a DFT calculation (ωB97M-V/def2-TZVPD) of a structure of composition C3H4CsLiO3.

The geometry in XYZ format:
```
12
Properties=species:S:1:pos:R:3:forces:R:3:mulliken_spin:R:1
O -1.27914 1.38657 -0.25589 -0.2 -1.5 0.7 0.294
C -2.02328 0.53640 0.30400 -1.4 2.3 -1.5 0.021
C -2.70000 -0.46401 -0.46150 0.7 -0.2 0.1 0.615
H 0.87230 -0.48312 0.55741 0.7 0.5 -1.5 0.004
H -2.52196 0.86217 1.23385 0.7 -0.5 0.2 0.007
H -2.23645 -0.82942 -1.37966 -0.3 0.1 0.2 0.030
H -3.70543 -0.77479 -0.17843 0.4 -0.1 0.0 0.029
Li 0.06239 1.68240 -1.57806 0.5 -0.4 0.5 0.000
O 1.55403 0.76116 -1.03754 -1.4 0.2 -1.3 0.004
C 1.75100 0.03066 -0.04238 1.3 0.1 3.3 -0.004
O 2.83487 -0.04268 0.57935 -0.9 -0.6 -0.7 0.000
Cs 7.39168 -2.66534 2.25885 -0.2 0.1 -0.1 0.000
```
Forces are in eV/Å.

Results
max |F| = 3.49 eV/A
LUMO (alpha / beta) = -3.602 / -4.312 eV
ΔE to the lowest compared entry with this formula, charge and spin = 11.6 kcal/mol
2S+1 = 2
⟨S²⟩ = 0.767
charge = +1

The following is a DFT calculation (ωB97M-V/def2-TZVPD) of a structure of composition C3H4CsMgO3.

The geometry in XYZ format:
```
12
Properties=species:S:1:pos:R:3:forces:R:3:mulliken_spin:R:1
O 2.35944 -1.14075 1.04628 -1.4 -2.0 -0.1 0.000
C 1.52955 -1.95202 1.50360 1.0 4.5 2.6 0.001
C 0.09737 -1.92817 1.09675 1.5 -3.5 0.9 -0.001
Cs 3.17379 1.32367 -1.26778 0.1 -0.2 0.3 -0.001
H 0.48116 -2.80741 0.36364 -2.4 2.3 -0.7 0.001
H -0.28687 -0.91479 1.29156 0.1 -0.1 -2.1 0.000
H -0.51244 -2.53437 1.78381 0.5 0.0 0.1 0.000
O -0.53432 -0.45087 -1.42449 -2.1 -3.6 -3.4 0.117
C -1.24431 -0.97397 -2.26703 1.0 5.9 2.8 0.178
Mg -3.72964 0.45054 -3.14356 -0.7 0.4 -0.1 0.735
O -2.17920 -0.61590 -3.00312 1.6 -2.7 0.4 -0.028
H 1.69697 -2.34457 2.52703 0.7 -1.0 -0.7 0.000
```
Forces are in eV/Å.

Results
max |F| = 6.61 eV/A
LUMO (alpha / beta) = -9.754 / -9.012 eV
ΔE to the lowest compared entry with this formula, charge and spin = 72.4 kcal/mol
2S+1 = 2
⟨S²⟩ = 0.755
charge = +2

The following is a DFT calculation (ωB97M-V/def2-TZVPD) of a structure of composition C3H4CuO3.

The geometry in XYZ format:
```
11
Properties=species:S:1:pos:R:3:forces:R:3:mulliken_charge:R:1
H -0.71958 -0.42304 -1.07611 0.1 0.7 -0.3 0.261
O 1.65436 0.59222 -0.51648 0.4 -0.5 0.7 -0.455
C 0.96252 0.86607 -1.48367 -0.2 0.6 0.4 0.257
C -0.46849 0.50946 -1.62435 -0.2 -0.7 -0.4 -0.828
C -1.01341 -1.51741 3.08313 0.0 0.1 1.7 0.667
O -1.95348 -1.66887 3.72976 0.1 -0.1 -0.9 -0.246
O 0.03792 -1.33741 2.60567 0.3 0.2 -0.9 -0.338
Cu 1.87865 -0.30451 1.50735 -0.7 0.2 -0.8 0.760
H -0.69651 0.40103 -2.69645 -0.1 0.0 0.4 0.317
H 1.38796 1.52408 -2.26638 0.1 -0.3 0.2 0.325
H -1.06994 1.35837 -1.26247 0.1 -0.2 0.0 0.281
```
Forces are in eV/Å.

Results
max |F| = 1.71 eV/A
LUMO = -5.276 eV
ΔE to the lowest compared entry with this formula, charge and spin = 0.0 kcal/mol
charge = +1

The following is a DFT calculation (ωB97M-V/def2-TZVPD) of a cluster of 2 separate species, C3H4F2N2 in total.

The geometry in XYZ format:
```
11
Properties=species:S:1:pos:R:3:forces:R:3:mulliken_spin:R:1
C 0.40933 -1.73886 0.32069 0.4 2.1 -1.2 -0.004
C 1.09040 0.72223 -0.13042 1.8 1.1 1.0 -0.013
C 0.44726 -0.58501 -0.42125 0.2 0.9 -2.9 0.629
N 0.23372 -2.74525 0.81812 -0.3 -2.7 1.6 0.295
N -1.88003 -0.00148 0.19890 -1.3 1.6 0.0 0.873
F -1.91336 0.66969 1.35728 0.0 -0.4 0.3 0.071
F -2.08360 1.03252 -0.68978 0.1 -0.8 0.1 0.055
H 0.67743 1.05112 0.89245 1.0 -0.1 -1.3 0.037
H 0.88306 1.55904 -0.89337 0.1 -1.6 1.1 0.000
H 2.29472 0.63867 -0.07926 -2.7 0.1 0.2 0.054
H -0.15894 -0.60266 -1.37335 0.8 -0.3 1.2 0.003
```
Forces are in eV/Å.

Results
max |F| = 3.10 eV/A
LUMO (alpha / beta) = 0.777 / -2.018 eV
ΔE to the lowest compared entry with this formula, charge and spin = 17.4 kcal/mol
2S+1 = 3
⟨S²⟩ = 2.017
charge = 0

The following is a DFT calculation (ωB97M-V/def2-TZVPD) of a structure of composition C3H4F2N6O5S2.

The geometry in XYZ format:
```
22
Properties=species:S:1:pos:R:3:forces:R:3:mulliken_charge:R:1
N 1.62460 -2.16978 1.97985 -0.2 -0.4 0.8 -0.383
C 0.50001 -1.41521 1.86015 -0.2 0.3 -0.4 0.192
N 0.39196 -0.23919 1.26118 0.4 0.2 0.2 -0.205
C -0.86223 0.14535 1.37662 -0.2 0.1 0.0 -0.035
N -1.56738 -0.77751 2.04282 -0.1 0.1 -0.2 0.630
N -2.91193 -0.80255 2.40498 -0.1 -0.2 -0.1 -1.026
C -3.64785 -1.35648 1.55585 0.5 -0.3 -0.2 0.810
O -4.32640 -1.90427 0.81870 -0.3 0.3 0.2 -0.239
N -0.70467 -1.76957 2.36751 0.3 -0.3 -0.1 -0.066
H 1.80037 -2.97100 1.39983 -0.1 0.1 -0.1 0.227
H 2.37409 -1.81719 2.55089 0.1 0.1 -0.4 0.233
H -1.28629 1.05843 0.97347 0.1 -0.1 0.0 0.568
H -0.95627 -2.60325 2.87985 -0.2 0.1 0.1 0.263
N 1.87424 2.15940 -2.56177 -0.4 -0.2 0.0 -0.419
S 1.13121 1.37789 -1.42042 0.4 -0.1 0.5 1.252
O 0.76948 0.02521 -1.72658 -0.1 0.0 0.0 -0.626
O 0.18754 2.13023 -0.63984 -0.1 0.0 0.0 -0.630
F 2.37365 1.22038 -0.44426 0.0 0.1 -0.2 -0.267
S 1.02513 2.50410 -3.85347 -0.1 -0.1 -0.4 1.151
O 1.87803 2.91073 -4.91541 0.2 0.2 0.2 -0.606
O -0.17722 3.22738 -3.59611 0.0 0.0 0.1 -0.563
F 0.50994 1.06691 -4.31384 0.0 0.1 0.0 -0.260
```
Forces are in eV/Å.

Results
max |F| = 0.86 eV/A
LUMO = -1.495 eV
charge = 0

The following is a DFT calculation (ωB97M-V/def2-TZVPD) of a cluster of 2 separate species, C3H4F2O in total.

The geometry in XYZ format:
```
10
Properties=species:S:1:pos:R:3:forces:R:3:mulliken_charge:R:1
C -0.84660 0.04025 1.17588 -0.5 -0.2 1.6 -0.412
C -0.26089 0.12324 -0.08968 1.8 2.8 -0.9 0.901
C 0.84075 -0.44407 -0.90906 0.3 3.7 1.4 -0.360
O -1.53957 0.05576 -0.13145 -0.4 0.2 -0.6 -0.326
F 0.57572 2.02024 -0.49274 -1.5 -2.4 0.7 -0.645
F 0.98800 -1.68666 -0.49203 0.6 -2.5 0.3 -0.272
H -0.90686 -0.90546 1.65561 0.1 -0.9 0.2 0.237
H -1.04945 0.83322 1.86028 0.1 0.9 -0.2 0.258
H 1.68271 0.27596 -0.68080 -0.5 -1.3 -0.4 0.326
H 0.51619 -0.31249 -1.89601 0.0 -0.4 -1.8 0.293
```
Forces are in eV/Å.

Results
max |F| = 3.98 eV/A
LUMO = -0.204 eV
ΔE to the lowest compared entry with this formula, charge and spin = 87.7 kcal/mol
charge = 0

Q: What is the formula in the tenth record?
A: C3H4F2O

Q: Among the records above, which one has the lowest max |F|?
A: C3H4F2N6O5S2

Q: Among the records above, which one has the lowest max |F|?
A: C3H4F2N6O5S2

Q: Number 10 is which compound?
A: C3H4F2O